# C36H32AlBr2N4O3

A structure of composition C36H32AlBr2N4O3 (ωB97M-V with the def2-TZVPD basis set, the Open Molecules 2025 dataset).

Structure (ORCA input):
```
! wB97M-V def2-TZVPD RIJCOSX def2/J DEFGRID3
* xyz -1 1
Al 0.784 0.325 0.344
Br 3.260 2.968 3.643
C 3.500 1.183 3.111
C 4.612 0.445 3.570
C 4.832 -0.842 3.197
Br 6.320 -1.812 3.878
C 3.942 -1.495 2.318
C 4.047 -2.806 1.833
C 3.122 -3.246 0.940
C 2.069 -2.408 0.490
N 1.954 -1.197 0.957
C 2.834 -0.745 1.864
C 2.603 0.615 2.241
O 1.574 1.206 1.712
H 5.288 0.941 4.234
H 4.847 -3.445 2.178
H 3.174 -4.249 0.544
H 1.390 -2.754 -0.279
O -0.900 -2.540 2.664
C -1.364 -1.518 2.203
N -2.652 -1.005 2.477
C -2.973 0.119 1.592
C -1.559 0.397 1.105
O -1.084 1.400 0.515
N -0.749 -0.624 1.350
C -3.844 -0.273 0.389
C -4.062 -1.597 0.036
C -4.864 -1.927 -1.050
C -5.476 -0.950 -1.819
C -5.228 0.378 -1.481
C -4.404 0.709 -0.413
C -3.551 1.255 2.403
C -4.922 1.355 2.607
C -5.455 2.280 3.491
C -4.616 3.118 4.206
C -3.255 3.060 3.980
C -2.711 2.131 3.098
H -3.380 -1.642 2.757
H -3.601 -2.386 0.609
H -4.935 -2.977 -1.318
H -6.095 -1.215 -2.647
H -5.634 1.203 -2.047
H -4.198 1.748 -0.201
H -5.592 0.704 2.047
H -6.524 2.338 3.630
H -4.998 3.850 4.912
H -2.594 3.747 4.487
H -1.656 2.112 2.913
C 4.447 0.660 -0.741
C 4.026 1.279 -2.069
C 3.482 2.683 -1.807
C 3.089 0.398 -2.886
C 3.578 -0.081 -4.098
C 2.768 -0.871 -4.937
C 1.448 -1.121 -4.575
C 0.927 -0.636 -3.387
C -0.574 -0.872 -3.168
C -0.897 -1.926 -2.091
C -1.343 0.432 -2.928
C 1.737 0.087 -2.444
N 1.268 0.453 -1.258
H 5.284 1.211 -0.296
H 4.787 -0.368 -0.832
H 3.608 0.700 -0.039
H 4.928 1.380 -2.679
H 2.630 2.664 -1.130
H 3.183 3.115 -2.766
H 4.254 3.314 -1.371
H 4.600 0.134 -4.403
H 3.178 -1.234 -5.884
H 0.802 -1.660 -5.270
H -0.945 -1.327 -4.092
H -0.713 -1.576 -1.077
H -0.283 -2.820 -2.229
H -1.953 -2.199 -2.163
H -0.865 1.022 -2.148
H -2.378 0.209 -2.643
H -1.349 1.016 -3.861
*
```

## Properties
**ΔE to the lowest compared entry with this formula, charge and spin**: 0.0 kcal per mole
**E**: -7226.54165 Ha

Löwdin population analysis, charges in e, atoms 1 to 6: 0.055 0.776 -0.607 -0.161 -0.623 0.739

=====

# FH3NO2P

A structure of composition FH3NO2P (ωB97M-V with the def2-TZVPD basis set, the Open Molecules 2025 dataset).

Structure (ORCA input):
```
! wB97M-V def2-TZVPD RIJCOSX def2/J DEFGRID3
* xyz 0 1
N -0.683 0.947 1.167
O 0.467 -1.881 -1.136
O -0.207 -0.176 0.088
F 1.878 0.156 -0.784
P 0.460 -0.359 -1.317
H -0.412 1.833 0.488
H -0.081 -1.626 -0.250
H -1.423 1.105 1.744
*
```

## Properties
**ΔE to the lowest compared entry with this formula, charge and spin**: 134.0 kcal per mole
**E**: -648.14136 Ha

Löwdin population analysis, charges in e, atoms 1 to 6: 0.109 -0.247 -0.418 -0.259 0.574 0.148

=====

# C50H87F3NO14S5

A cluster of 6 separate species, C50H87F3NO14S5 in total (ωB97M-V with the def2-TZVPD basis set, the Open Molecules 2025 dataset).

Structure (ORCA input):
```
! wB97M-V def2-TZVPD RIJCOSX def2/J DEFGRID3
* xyz 1 1
C 3.424 -0.388 -0.952
C 2.520 -0.967 -0.162
C 2.896 -1.777 1.044
C 2.522 -1.015 2.264
C 1.305 -1.222 2.906
C 0.335 -2.246 2.400
C -0.769 -1.572 1.537
C -1.013 -2.220 0.184
C -2.145 -1.435 -0.514
C -1.629 -0.696 -1.761
C -2.236 0.708 -1.881
C -1.141 1.731 -2.245
C -1.745 2.951 -2.954
C -0.928 4.223 -2.686
C 0.062 4.486 -3.835
C 1.478 4.605 -3.311
O 1.869 3.349 -2.745
C 2.546 2.546 -3.680
C 0.997 -0.472 4.026
C -0.303 -0.694 4.742
O -1.330 -0.701 4.144
O -0.293 -0.844 6.082
C 0.783 -1.541 6.611
C 1.198 -1.257 7.821
C 1.881 0.499 4.462
C 1.676 1.395 5.648
O 0.329 1.790 5.827
C -0.073 2.894 5.147
F -0.176 3.930 5.949
F 0.742 3.207 4.143
F -1.269 2.657 4.639
C 3.036 0.663 3.784
N 3.366 -0.081 2.734
C 4.692 0.202 2.132
C 5.912 -0.302 2.896
C 6.304 -1.783 2.923
C 5.580 -2.603 4.016
C 5.348 -4.059 3.647
H 4.334 -0.934 -1.154
H 3.296 0.603 -1.344
H 1.479 -0.872 -0.436
H 3.963 -1.924 1.003
H 2.461 -2.761 1.020
H 0.797 -3.021 1.813
H -0.117 -2.751 3.242
H -0.623 -0.502 1.444
H -1.693 -1.680 2.083
H -1.327 -3.241 0.314
H -0.105 -2.210 -0.407
H -2.545 -0.728 0.196
H -2.939 -2.124 -0.766
H -0.560 -0.559 -1.618
H -1.754 -1.273 -2.672
H -3.015 0.724 -2.631
H -2.627 1.029 -0.925
H -0.615 2.033 -1.349
H -0.450 1.206 -2.896
H -2.749 3.065 -2.564
H -1.813 2.733 -4.010
H -0.392 4.136 -1.752
H -1.625 5.049 -2.657
H 0.051 3.639 -4.510
H -0.225 5.355 -4.415
H 1.548 5.340 -2.521
H 2.160 4.837 -4.126
H 3.511 2.993 -3.913
H 2.701 1.583 -3.213
H 1.976 2.407 -4.595
H 1.213 -2.351 6.049
H 0.656 -0.581 8.454
H 2.075 -1.711 8.232
H 2.361 2.228 5.618
H 1.942 0.832 6.531
H 3.734 1.415 4.090
H 4.695 -0.072 1.094
H 4.773 1.279 2.159
H 5.861 -0.003 3.938
H 6.751 0.235 2.472
H 6.203 -2.262 1.956
H 7.357 -1.796 3.164
H 4.664 -2.108 4.320
H 6.249 -2.591 4.865
H 4.382 -4.217 3.177
H 6.081 -4.370 2.917
H 5.397 -4.680 4.535
C 3.825 -9.508 5.914
C 4.142 -8.879 7.277
C 5.591 -8.377 7.224
S 5.921 -7.994 5.497
O 6.933 -8.892 5.005
O 6.054 -6.564 5.334
C 4.335 -8.519 4.873
H 2.760 -9.697 5.792
H 4.351 -10.459 5.815
H 3.467 -8.040 7.457
H 4.004 -9.588 8.091
H 5.739 -7.479 7.818
H 6.297 -9.145 7.532
H 4.463 -8.953 3.887
H 3.696 -7.643 4.815
C -3.862 -3.575 -6.664
C -3.566 -4.659 -5.617
C -3.168 -3.947 -4.316
S -3.999 -2.351 -4.349
O -3.001 -1.315 -4.430
O -5.031 -2.327 -3.347
C -4.748 -2.549 -5.962
H -4.352 -3.986 -7.545
H -2.930 -3.106 -6.985
H -4.464 -5.256 -5.450
H -2.781 -5.337 -5.948
H -3.491 -4.493 -3.434
H -2.097 -3.761 -4.267
H -4.781 -1.586 -6.466
H -5.756 -2.931 -5.812
C 1.729 -8.004 -1.746
C 0.382 -8.011 -2.482
C -0.658 -7.380 -1.545
S 0.246 -6.239 -0.491
O 0.180 -6.708 0.870
O -0.117 -4.883 -0.818
C 1.870 -6.606 -1.150
H 2.557 -8.238 -2.411
H 1.717 -8.751 -0.949
H 0.464 -7.417 -3.394
H 0.087 -9.017 -2.773
H -1.420 -6.827 -2.087
H -1.126 -8.123 -0.903
H 2.609 -6.543 -0.353
H 2.086 -5.867 -1.921
C -6.427 5.660 -4.015
C -6.217 5.730 -2.496
C -4.704 5.726 -2.239
S -3.952 6.460 -3.699
O -3.159 5.460 -4.370
O -3.406 7.750 -3.358
C -5.470 6.687 -4.615
H -7.458 5.871 -4.291
H -6.177 4.660 -4.377
H -6.653 6.653 -2.113
H -6.702 4.901 -1.983
H -4.435 6.317 -1.368
H -4.313 4.715 -2.138
H -5.278 6.538 -5.674
H -5.814 7.706 -4.433
C -4.115 13.471 -2.925
C -3.204 12.266 -2.648
C -4.102 11.101 -2.208
S -5.696 11.380 -2.988
O -6.674 11.633 -1.961
O -5.911 10.386 -4.011
C -5.269 12.934 -3.767
H -3.585 14.270 -3.441
H -4.496 13.872 -1.984
H -2.672 11.995 -3.561
H -2.457 12.490 -1.889
H -3.715 10.137 -2.532
H -4.256 11.097 -1.131
H -6.140 13.585 -3.779
H -4.949 12.716 -4.785
*
```

## Properties
**E**: -5355.65725 Ha

Löwdin population analysis, charges in e, atoms 1 to 6: 0.037 -0.121 -0.103 -0.084 -0.049 -0.087

=====

# C19H19N5O4S3

A structure of composition C19H19N5O4S3 (ωB97M-V with the def2-TZVPD basis set, the Open Molecules 2025 dataset).

Structure (ORCA input):
```
! wB97M-V def2-TZVPD RIJCOSX def2/J DEFGRID3
* xyz 0 1
C 2.696 -5.578 2.185
H 3.664 -5.098 2.359
O 2.154 -5.212 0.937
C 1.870 -3.908 0.701
C 1.326 -3.634 -0.555
C 1.003 -2.332 -0.863
C 1.214 -1.279 0.055
C 1.760 -1.565 1.298
C 2.082 -2.870 1.615
H 2.501 -3.076 2.586
H 1.911 -0.765 2.004
N 0.819 -0.047 -0.382
C 0.320 -0.090 -1.556
N -0.219 0.947 -2.259
C -0.637 2.191 -1.835
O -1.291 2.868 -2.597
C -0.278 2.662 -0.439
N -1.438 3.296 0.147
S -2.325 2.357 1.198
O -1.519 2.122 2.351
O -3.594 3.003 1.347
C -2.574 0.816 0.298
C -3.220 0.861 -0.905
C -3.416 -0.296 -1.685
C -2.978 -1.523 -1.263
C -2.343 -1.609 -0.014
N -1.879 -2.703 0.595
S -1.264 -2.276 2.014
N -1.529 -0.702 1.937
C -2.132 -0.421 0.784
H -3.115 -2.417 -1.851
H -3.922 -0.202 -2.634
H -3.591 1.811 -1.259
H -1.998 3.810 -0.518
H 0.000 1.826 0.206
C 0.903 3.660 -0.506
C 1.290 4.054 0.914
H 2.025 4.855 0.897
H 0.413 4.386 1.462
H 1.713 3.199 1.436
C 2.089 3.048 -1.246
H 2.943 3.718 -1.189
H 2.363 2.097 -0.795
H 1.857 2.883 -2.296
H 0.553 4.545 -1.047
H -0.510 0.724 -3.207
S 0.292 -1.701 -2.322
H 1.163 -4.442 -1.248
H 2.833 -6.656 2.138
H 2.014 -5.336 3.006
*
```

## Properties
**ΔE to the lowest compared entry with this formula, charge and spin**: 2.6 kcal per mole
**E**: -2504.75651 Ha

Löwdin population analysis, charges in e, atoms 1 to 6: -0.083 0.097 -0.081 -0.280 -0.009 -0.468

=====

# C28H20BrINO2SiSr

A structure of composition C28H20BrINO2SiSr (ωB97M-V with the def2-TZVPD basis set, the Open Molecules 2025 dataset).

Structure (ORCA input):
```
! wB97M-V def2-TZVPD RIJCOSX def2/J DEFGRID3
* xyz -1 1
Sr -0.418 0.806 0.185
I -2.244 -0.207 3.107
C -3.190 1.444 0.872
C -4.723 1.511 0.938
C -5.286 2.633 0.118
C -4.972 2.745 -1.173
C -3.926 2.032 -1.936
C -3.618 2.595 -3.179
C -2.475 2.232 -3.873
C -1.572 1.358 -3.279
C -1.836 0.694 -2.070
C -3.081 0.988 -1.494
H -5.168 1.401 1.925
H -6.007 3.304 0.564
H -5.465 3.534 -1.733
H -4.268 3.369 -3.574
H -2.259 2.687 -4.834
H -0.621 1.194 -3.783
Br 0.555 -2.988 0.246
C -1.304 -2.705 0.039
C -2.167 -3.778 -0.094
C -3.512 -3.488 -0.242
C -3.944 -2.172 -0.254
C -2.993 -1.168 -0.121
N -1.702 -1.455 0.022
C -3.419 0.262 -0.175
O -4.811 0.298 0.176
O -2.359 2.327 0.927
H -1.792 -4.790 -0.079
H -4.226 -4.296 -0.346
H -4.986 -1.914 -0.353
C 5.810 3.993 -1.667
C 4.695 3.586 -2.389
C 3.814 2.662 -1.847
C 4.021 2.098 -0.583
C 5.151 2.521 0.120
C 6.032 3.458 -0.407
Si 2.780 0.837 0.153
C 3.041 -0.703 -0.961
C 2.314 -0.822 -2.151
C 2.409 -1.946 -2.960
C 3.227 -3.003 -2.587
C 3.952 -2.916 -1.406
C 3.862 -1.779 -0.611
H 6.496 4.721 -2.083
H 4.506 3.997 -3.374
H 2.940 2.373 -2.423
H 5.349 2.102 1.101
H 6.899 3.766 0.167
H 3.536 0.444 1.397
H 1.635 -0.026 -2.448
H 1.826 -2.005 -3.872
H 3.293 -3.890 -3.205
H 4.593 -3.737 -1.103
H 4.442 -1.725 0.304
*
```

## Properties
**ΔE to the lowest compared entry with this formula, charge and spin**: 46.2 kcal per mole
**E**: -4476.19004 Ha

Löwdin population analysis, charges in e, atoms 1 to 6: 1.098 0.057 -0.504 -0.217 -0.016 -0.028

=====

# H24O12

A cluster of 12 separate species, H24O12 in total (ωB97M-V with the def2-TZVPD basis set, the Open Molecules 2025 dataset).

Structure (ORCA input):
```
! wB97M-V def2-TZVPD RIJCOSX def2/J DEFGRID3
* xyz 0 1
O 1.037 1.554 2.019
H 0.095 1.646 2.190
H 1.119 1.824 1.114
O 3.370 -0.460 -1.282
H 3.762 -1.158 -0.777
H 2.583 -0.818 -1.659
O -0.093 -0.292 -0.421
H 0.078 -0.545 0.471
H -0.637 0.531 -0.370
O -0.149 0.855 -3.223
H -0.227 0.057 -2.709
H 0.749 1.104 -3.039
O 2.228 -3.048 0.060
H 2.354 -2.127 0.366
H 1.287 -3.214 0.273
O -3.853 1.975 0.413
H -2.991 1.819 0.783
H -3.827 2.848 0.084
O 1.181 -1.614 -2.394
H 1.874 -2.303 -2.507
H 1.005 -1.478 -1.472
O 2.558 -0.845 1.548
H 1.724 -0.741 1.977
H 3.140 -0.804 2.281
O -2.117 -1.037 -1.920
H -1.492 -0.864 -1.234
H -2.093 -1.942 -2.114
O -1.695 1.347 2.282
H -2.431 0.905 2.657
H -1.924 2.294 2.485
O -0.452 -1.120 2.060
H -0.908 -0.314 2.313
H -1.117 -1.611 1.691
O -1.165 2.209 -0.610
H -1.181 2.943 -0.046
H -1.790 2.428 -1.288
*
```

## Properties
**ΔE to the lowest compared entry with this formula, charge and spin**: 60.7 kcal per mole
**Structure (SMILES)**: O.O.O.O.O.O.O.O.O.O.O.O
**E**: -917.22861 Ha

Löwdin population analysis, charges in e, atoms 1 to 6: -0.026 -0.017 0.036 -0.037 0.011 -0.052